# 1
Formula: C41H38BrN4O3PY
Source: the OMol25 dataset
Level of theory: ωB97M-V/def2-TZVPD

The geometry in ORCA input format:
```
! wB97M-V def2-TZVPD RIJCOSX def2/J DEFGRID3
* xyz 1 1
Y -0.539 -0.030 -0.046
Br 4.851 1.744 5.007
C 3.681 1.535 3.526
C 3.207 2.666 2.853
C 2.364 2.516 1.781
C 1.927 1.245 1.339
O 1.138 1.158 0.311
C 2.405 0.107 2.054
C 1.999 -1.233 1.744
N 1.020 -1.545 0.965
C 0.640 -2.882 0.776
C 0.771 -3.891 1.701
C 0.334 -5.198 1.420
C -0.234 -5.504 0.218
C -0.420 -4.491 -0.749
C -1.026 -4.731 -2.000
C -1.225 -3.690 -2.861
C -0.836 -2.403 -2.463
N -0.240 -2.138 -1.321
C -0.009 -3.169 -0.461
C 3.302 0.284 3.126
H 3.514 3.651 3.180
H 1.997 3.382 1.243
H 2.577 -2.023 2.231
H 1.203 -3.685 2.672
H 0.451 -5.965 2.174
H -0.561 -6.510 -0.009
H -1.337 -5.737 -2.255
H -1.697 -3.833 -3.823
H -1.051 -1.554 -3.097
H 3.673 -0.586 3.654
C -0.398 0.335 4.732
C -0.557 -0.150 3.430
N -0.857 0.615 2.401
C -1.085 1.927 2.628
C -0.958 2.509 3.901
C -0.577 1.674 4.965
C -1.251 3.899 4.080
C -1.709 4.647 3.054
C -1.888 4.078 1.754
C -2.413 4.808 0.674
C -2.580 4.188 -0.538
C -2.181 2.855 -0.671
N -1.655 2.152 0.313
C -1.537 2.736 1.525
H -0.138 -0.343 5.532
H -0.438 -1.207 3.221
H -0.454 2.092 5.956
H -1.121 4.328 5.065
H -1.961 5.690 3.200
H -2.694 5.844 0.819
H -3.006 4.705 -1.385
H -2.297 2.332 -1.613
O -2.501 -0.205 -1.082
C -2.934 -1.010 -0.194
O -2.172 -1.377 0.748
C -4.322 -1.528 -0.285
C -5.214 -0.957 -1.189
C -6.507 -1.443 -1.283
C -6.905 -2.507 -0.485
C -6.016 -3.080 0.414
C -4.726 -2.587 0.521
H -4.874 -0.136 -1.806
H -7.206 -0.996 -1.977
H -7.913 -2.894 -0.564
H -6.331 -3.908 1.035
H -4.018 -3.010 1.222
C -1.940 1.419 -4.140
C -0.525 0.846 -4.240
P 0.395 0.882 -2.631
C 1.983 0.005 -3.035
C 2.375 -0.132 -4.507
C 0.920 2.654 -2.518
C 1.654 3.272 -3.705
H -2.473 1.274 -5.079
H -1.914 2.491 -3.933
H -2.503 0.919 -3.350
H 0.057 1.386 -4.986
H -0.575 -0.190 -4.579
H 1.913 -0.986 -2.584
H 2.759 0.544 -2.484
H 1.688 -0.786 -5.043
H 3.370 -0.573 -4.579
H 2.402 0.829 -5.016
H 1.544 2.698 -1.623
H 0.017 3.228 -2.291
H 2.591 2.756 -3.908
H 1.893 4.313 -3.480
H 1.050 3.270 -4.613
*
```

## Properties
Energy (eV): -135614.7091
HOMO energy (Ha): -0.3761

# 2
Formula: C41H38Cl2N7O4P2V
Source: the OMol25 dataset
Level of theory: ωB97M-V/def2-TZVPD

The geometry in ORCA input format:
```
! wB97M-V def2-TZVPD RIJCOSX def2/J DEFGRID3
* xyz -1 4
V 0.390 0.640 0.264
Cl 2.793 6.864 -1.152
C 1.557 5.641 -0.884
C 1.941 4.574 -0.114
C 1.076 3.507 0.151
N 1.489 2.395 1.004
C 1.923 2.850 2.184
O 1.935 4.036 2.547
C 2.531 1.846 3.220
C 3.290 2.423 4.260
C 3.683 1.608 5.299
C 3.419 0.244 5.315
C 2.748 -0.228 4.203
N 2.323 0.516 3.182
C -0.168 3.495 -0.499
C -0.586 4.673 -1.187
C 0.251 5.752 -1.350
Cl -0.375 7.240 -2.107
N -0.863 2.269 -0.492
C -2.201 2.324 -0.225
O -2.808 3.313 0.175
C -3.031 1.172 -0.773
C -4.248 0.804 -0.219
C -5.012 -0.190 -0.791
C -4.567 -0.805 -1.934
C -3.407 -0.272 -2.497
N -2.630 0.656 -1.946
H 2.969 4.458 0.168
H 3.469 3.487 4.308
H 4.228 2.012 6.129
H 3.767 -0.459 6.043
H 2.572 -1.296 4.110
H -1.547 4.710 -1.637
H -4.630 1.309 0.658
H -5.906 -0.500 -0.316
H -5.108 -1.583 -2.428
H -3.065 -0.671 -3.468
C 1.444 -3.038 -0.043
P 1.682 -1.509 0.997
C 3.532 -1.523 1.132
C 1.017 -2.252 2.595
C 1.546 -3.426 3.129
C 1.093 -3.915 4.358
C 0.069 -3.233 5.045
C -0.447 -2.077 4.446
C 0.001 -1.560 3.253
P -0.717 0.030 2.503
C -0.645 1.233 3.864
C -2.564 -0.072 2.594
H 0.400 -3.359 -0.004
H 2.075 -3.805 0.346
H 1.741 -2.886 -1.082
H 3.926 -2.429 1.550
H 3.939 -0.707 1.686
H 3.857 -1.442 0.108
H 2.395 -3.919 2.595
H 1.526 -4.834 4.771
H -0.303 -3.506 6.008
H -1.258 -1.530 4.961
H -1.562 1.251 4.444
H -0.598 2.202 3.340
H 0.253 1.210 4.491
H -2.871 -0.198 3.620
H -2.985 -0.731 1.868
H -2.804 0.966 2.261
C 2.199 1.665 -3.883
C 1.772 1.724 -2.551
N 1.348 0.674 -1.841
C 1.295 -0.522 -2.498
C 1.746 -0.720 -3.815
C 2.204 0.427 -4.498
C 1.542 -2.088 -4.361
C 0.425 -2.601 -4.819
C -0.838 -1.933 -5.166
C -2.053 -2.615 -5.084
C -3.185 -2.022 -5.602
N -3.178 -0.783 -6.084
C -1.984 -0.170 -6.051
N -0.834 -0.689 -5.660
H 2.598 2.536 -4.417
H 1.798 2.675 -2.066
H 0.799 -1.365 -1.983
H 2.515 0.318 -5.517
H 2.377 -2.746 -4.214
H 0.362 -3.669 -4.894
H -2.085 -3.634 -4.672
H -4.140 -2.528 -5.580
H -1.907 0.841 -6.423
C -2.558 -2.717 -0.015
C -1.508 -1.924 -0.807
O -1.185 -2.280 -1.951
O -1.042 -0.964 -0.114
H -2.933 -3.560 -0.583
H -3.355 -2.017 0.200
H -2.138 -3.069 0.913
*
```

## Properties
Energy (eV): -131069.5326
HOMO energy (alpha / beta) (Ha): -0.1483 / -0.1682

Relative energy (zero: lowest compared OMol25 entry of this formula, charge and spin) (computed, kcal/mol): 6.3, 0.0